Record 1
{
  "formula": "C6H14N2",
  "method": "wB97M-V/def2-TZVPD",
  "species": ["C", "C", "C", "C", "N", "C", "C", "N", "H", "H", "H", "H", "H", "H", "H", "H", "H", "H", "H", "H", "H", "H"],
  "xyz": [[0.9884, 2.2565, -0.2198], [-0.0982, -1.3997, -2.5644], [-0.2873, -0.6208, -1.5021], [0.1749, -0.9167, -0.0977], [0.4111, -2.2621, 0.1926], [-0.7940, -0.3392, 0.9780], [-0.3163, -0.6379, 2.4023], [-0.3937, 2.4298, -0.5215], [1.4534, 1.5808, -0.9616], [1.1302, 1.7058, 0.7220], [-0.4481, -1.0286, -3.5168], [0.4003, -2.3552, -2.4791], [-0.7611, 0.3499, -1.6225], [1.1343, -0.4115, 0.0732], [-0.4329, -2.7834, -0.0914], [-0.8242, 0.7527, 0.8392], [-1.8037, -0.7189, 0.8039], [0.7568, -0.4582, 2.4911], [-0.4349, -1.6986, 2.6158], [-0.8453, -0.0596, 3.1509], [1.5725, 3.1762, -0.1544], [-0.5821, 3.4386, -0.5376]],
  "atomic_forces_ev_per_a": [[0.0, 0.2, -0.1], [-0.1, 0.3, 0.6], [-0.3, 0.2, -0.4], [1.5, -0.6, -0.2], [-0.8, 0.4, 0.0], [-0.4, 0.2, 1.0], [0.2, -0.6, -0.3], [0.1, -0.2, 0.2], [0.0, 0.0, -0.1], [0.0, 0.0, 0.1], [0.1, -0.3, -0.2], [0.0, -0.1, -0.2], [0.0, 0.1, 0.1], [-0.1, 0.2, -0.1], [0.2, 0.1, 0.0], [0.0, 0.2, -0.6], [0.1, -0.1, 0.0], [0.0, 0.2, 0.0], [-0.1, 0.1, 0.2], [-0.1, 0.2, 0.0], [0.1, 0.0, 0.0], [-0.1, -0.3, 0.1]],
  "nbo_charge": [-0.4811, -0.3884, -0.1906, -0.1706, -0.3973, -0.3682, -0.6156, -0.5835, 0.2142, 0.2115, 0.2067, 0.2003, 0.2388, 0.2045, 0.3069, 0.2598, 0.2091, 0.2059, 0.2149, 0.2140, 0.1862, 0.3226],
  "total_charge": 0,
  "max_force_ev_per_a": 1.64,
  "lumo_energy_ev": -3.395,
  "gap_ev": 3.597
}

Record 2
{
  "formula": "C6H14N2",
  "method": "wB97M-V/def2-TZVPD",
  "species": ["C", "C", "C", "C", "N", "N", "C", "C", "H", "H", "H", "H", "H", "H", "H", "H", "H", "H", "H", "H", "H", "H"],
  "xyz": [[-0.4032, -0.2462, 0.0183], [0.9101, -0.0499, -0.6230], [-0.6813, 0.3163, 1.3825], [-1.5905, -0.6002, -0.8273], [-0.4840, 2.5879, -0.8438], [1.7534, 0.8169, -0.0921], [0.6423, -1.7369, 0.1778], [1.5842, -2.0311, 1.0627], [0.8906, -0.2985, -1.6995], [-0.8143, 2.3297, -1.7651], [-1.0198, 3.3058, -0.3681], [0.4516, 2.3973, -0.4467], [2.6697, 0.7727, -0.5299], [0.0872, -2.5430, -0.2947], [0.2381, 0.6011, 1.8878], [-1.2110, -0.4300, 1.9759], [-1.3431, 1.1756, 1.3047], [-1.3029, -1.1178, -1.7448], [-2.2690, -1.2367, -0.2620], [-2.1367, 0.3058, -1.1047], [1.7865, -3.0539, 1.3476], [2.2419, -1.2649, 1.4444]],
  "atomic_forces_ev_per_a": [[2.5, -1.7, -0.2], [-0.9, 3.7, -0.3], [0.0, -0.3, 0.1], [0.1, -0.2, 0.0], [-0.3, 0.5, 0.9], [0.0, -1.3, -0.1], [-2.2, -0.5, 0.7], [0.2, 0.4, -0.3], [0.5, -0.6, 0.4], [0.7, 0.2, 0.4], [0.3, -0.3, -0.5], [-0.9, -0.1, -1.0], [-0.1, 0.0, -0.3], [0.0, 0.0, -0.1], [0.0, 0.1, -0.1], [0.0, -0.1, 0.1], [0.1, 0.1, -0.2], [0.0, 0.0, 0.0], [-0.1, -0.1, 0.0], [0.2, 0.0, 0.1], [0.1, -0.1, -0.2], [-0.1, 0.2, 0.3]],
  "nbo_charge": [0.1004, 0.0572, -0.6526, -0.6441, -1.1672, -0.8289, -0.2148, -0.3351, 0.1864, 0.3748, 0.3671, 0.4233, 0.3357, 0.2048, 0.2497, 0.2079, 0.2390, 0.2141, 0.2148, 0.2418, 0.2086, 0.2172],
  "total_charge": 0,
  "max_force_ev_per_a": 3.80,
  "lumo_energy_ev": [0.536, 0.536],
  "gap_ev": [8.816, 8.817]
}

Record 3
{
  "formula": "C6H14N2",
  "method": "wB97M-V/def2-TZVPD",
  "species": ["C", "N", "C", "C", "C", "C", "C", "N", "H", "H", "H", "H", "H", "H", "H", "H", "H", "H", "H", "H", "H", "H"],
  "xyz": [[1.5737, -0.7338, -1.9563], [0.3023, -0.0336, -1.8427], [0.0347, 0.0442, 0.0853], [-0.9788, -1.1164, 0.2122], [-1.4719, -1.4092, 1.5856], [-1.1058, -0.7162, 2.6908], [-0.3745, 1.5431, 0.1859], [0.6926, 2.5373, 0.1085], [2.3531, -0.0204, -1.8979], [1.8084, -1.5145, -1.1787], [1.6232, -1.2387, -2.9088], [0.0481, 0.4050, -2.7621], [1.1107, -0.1303, 0.0209], [-1.7793, -0.9192, -0.4958], [-0.4195, -1.9496, -0.1981], [-2.0657, -2.2766, 1.8418], [-1.5359, -0.9640, 3.6423], [-0.5899, 0.2301, 2.4727], [-0.9122, 1.7182, 1.0979], [-0.9913, 1.6342, -0.7158], [1.4705, 2.4039, 0.7683], [1.2076, 2.5064, -0.7560]],
  "atomic_forces_ev_per_a": [[-0.7, -0.4, 0.0], [0.0, -1.6, 1.7], [-0.3, 1.4, -5.2], [1.0, 0.8, 0.0], [0.8, 0.5, 2.4], [-0.6, 0.4, -2.5], [0.9, -1.0, -0.4], [0.9, -0.1, 0.4], [1.5, 0.6, 0.0], [-0.7, 0.6, -0.6], [0.2, -0.3, -0.4], [-0.2, 0.1, 2.0], [-0.4, -0.2, 1.6], [-0.2, 0.0, 0.0], [-0.2, -0.5, 0.0], [-0.2, -0.3, -0.8], [0.3, 0.1, 0.4], [0.1, -0.5, 1.0], [-0.6, 0.2, 0.3], [-0.3, 0.5, 0.7], [-0.9, -0.1, 0.2], [-0.4, -0.2, -0.7]],
  "nbo_charge": [-0.4332, -0.8268, 0.1144, -0.5125, -0.1647, -0.4126, -0.2773, -0.8264, 0.1560, 0.1703, 0.1951, 0.3848, 0.2185, 0.2457, 0.2408, 0.2065, 0.2085, 0.1831, 0.1944, 0.2242, 0.3502, 0.3610],
  "total_charge": 0,
  "max_force_ev_per_a": 5.39,
  "lumo_energy_ev": 0.950,
  "gap_ev": 8.665
}

Record 4
{
  "formula": "C6H14N2",
  "method": "wB97M-V/def2-TZVPD",
  "species": ["C", "C", "C", "C", "C", "C", "N", "N", "H", "H", "H", "H", "H", "H", "H", "H", "H", "H", "H", "H", "H", "H"],
  "xyz": [[-1.7422, 2.0276, -0.5730], [-1.0670, 0.8668, 0.1363], [0.3854, 0.5523, -0.1923], [0.7708, -0.9152, -0.2610], [-0.1187, -1.9415, -0.2370], [2.8334, -2.1830, -0.7733], [2.1262, -1.1398, -0.3452], [-1.2323, 1.0546, 1.6896], [-1.8033, 1.7790, -1.6377], [-2.7541, 2.2489, -0.2586], [-1.1029, 2.9108, -0.5848], [-1.7216, 0.0337, -0.0652], [0.4190, 0.8824, -1.2459], [1.0058, 1.2733, 0.3526], [-1.1605, -1.7335, -0.1086], [0.1701, -2.9806, -0.2281], [3.8660, -2.3615, -0.5043], [2.4402, -3.1366, -1.1093], [2.6812, -0.3367, -0.0962], [-0.3422, 0.8769, 2.1432], [-1.8906, 0.3302, 1.9853], [-1.7629, 1.8919, 1.9134]],
  "atomic_forces_ev_per_a": [[1.3, 0.3, -0.9], [-1.0, -0.1, 0.6], [-1.1, 0.6, -1.7], [-0.3, -1.3, 1.0], [0.4, 0.9, 0.2], [1.1, -2.9, -0.6], [-0.2, 2.1, 0.5], [-1.1, -1.2, -1.1], [-0.1, -0.2, 0.2], [-0.1, 0.0, 0.4], [-0.2, 0.3, 0.4], [0.2, -0.5, 0.0], [0.4, 0.1, 0.2], [0.4, -0.5, 0.1], [-0.3, -0.1, -0.2], [0.2, 0.1, -0.2], [0.1, 1.0, 0.2], [-0.9, 0.6, 0.0], [0.1, 0.0, 0.0], [0.0, 0.6, 0.5], [0.4, -0.3, 0.2], [0.8, 0.7, 0.2]],
  "lowdin_spin": [0.0002, 0.0010, -0.0032, 0.0229, 0.1386, 0.5551, 0.1714, 0.0008, 0.0001, 0.0000, 0.0000, 0.0005, 0.0001, -0.0005, 0.0131, 0.0144, 0.0415, 0.0422, 0.0015, -0.0001, 0.0003, 0.0001],
  "s_squared": 0.764,
  "total_charge": 1,
  "max_force_ev_per_a": 3.13,
  "lumo_energy_ev": [-3.543, -3.555],
  "gap_ev": [5.901, 8.731],
  "multiplicity": 2
}

Record 5
{
  "formula": "C6H14N2",
  "method": "wB97M-V/def2-TZVPD",
  "species": ["C", "N", "C", "C", "C", "C", "C", "N", "H", "H", "H", "H", "H", "H", "H", "H", "H", "H", "H", "H", "H", "H"],
  "xyz": [[-1.6603, 2.8461, 2.7742], [-0.6668, 2.5248, 2.0460], [-0.8125, 1.6862, 0.8693], [-0.0860, 0.6597, 0.4336], [-0.3789, -0.1856, -0.8003], [0.4392, -1.4211, -0.7378], [1.9620, -1.3194, -0.7272], [0.1563, -2.4376, -1.8459], [-2.6459, 2.4504, 2.5780], [-1.5605, 3.6701, 3.4916], [0.2764, 2.8955, 2.3222], [-1.7572, 1.8203, 0.3760], [0.7963, 0.4556, 0.9947], [-1.4702, -0.1844, -0.9578], [-0.1715, 0.3943, -1.7205], [0.2102, -2.0786, 0.1488], [2.4026, -2.0872, -0.1172], [2.4463, -0.3467, -0.6459], [2.3951, -1.3615, -1.7202], [0.6895, -3.3124, -1.9695], [-0.8731, -2.6830, -2.0338], [0.3092, -1.9856, -2.7584]],
  "atomic_forces_ev_per_a": [[-0.2, 1.3, 0.0], [1.4, -0.5, -0.1], [-1.0, -1.0, -0.5], [0.3, 0.9, 0.4], [-0.8, 2.3, -0.6], [0.8, -3.5, 1.5], [0.6, 1.1, -1.2], [-2.8, 0.4, -3.0], [-0.1, -0.2, -0.1], [0.2, -0.7, 0.1], [-1.0, -0.3, -0.6], [-0.4, 0.7, 0.0], [0.8, -0.4, 0.2], [0.1, -1.2, 0.6], [0.8, 0.0, 0.4], [-0.2, 1.2, -0.5], [0.3, 0.0, 0.3], [-0.6, 0.4, 1.5], [-0.3, -1.1, -0.8], [0.1, 0.3, 1.1], [1.4, 0.1, 1.2], [0.5, 0.3, 0.1]],
  "nbo_charge": [0.1604, -0.4148, -0.0687, -0.0896, -0.5002, -0.0350, -0.6829, -0.6916, 0.2367, 0.2562, 0.4671, 0.2236, 0.2266, 0.2680, 0.2633, 0.2408, 0.2599, 0.2714, 0.2456, 0.4712, 0.4563, 0.4356],
  "total_charge": 2,
  "max_force_ev_per_a": 4.12,
  "lumo_energy_ev": -8.188,
  "gap_ev": 9.767
}

- Which formula does entry 3 have?
  C6H14N2

Repeat the third record exactly.
{
  "formula": "C6H14N2",
  "method": "wB97M-V/def2-TZVPD",
  "species": ["C", "N", "C", "C", "C", "C", "C", "N", "H", "H", "H", "H", "H", "H", "H", "H", "H", "H", "H", "H", "H", "H"],
  "xyz": [[1.5737, -0.7338, -1.9563], [0.3023, -0.0336, -1.8427], [0.0347, 0.0442, 0.0853], [-0.9788, -1.1164, 0.2122], [-1.4719, -1.4092, 1.5856], [-1.1058, -0.7162, 2.6908], [-0.3745, 1.5431, 0.1859], [0.6926, 2.5373, 0.1085], [2.3531, -0.0204, -1.8979], [1.8084, -1.5145, -1.1787], [1.6232, -1.2387, -2.9088], [0.0481, 0.4050, -2.7621], [1.1107, -0.1303, 0.0209], [-1.7793, -0.9192, -0.4958], [-0.4195, -1.9496, -0.1981], [-2.0657, -2.2766, 1.8418], [-1.5359, -0.9640, 3.6423], [-0.5899, 0.2301, 2.4727], [-0.9122, 1.7182, 1.0979], [-0.9913, 1.6342, -0.7158], [1.4705, 2.4039, 0.7683], [1.2076, 2.5064, -0.7560]],
  "atomic_forces_ev_per_a": [[-0.7, -0.4, 0.0], [0.0, -1.6, 1.7], [-0.3, 1.4, -5.2], [1.0, 0.8, 0.0], [0.8, 0.5, 2.4], [-0.6, 0.4, -2.5], [0.9, -1.0, -0.4], [0.9, -0.1, 0.4], [1.5, 0.6, 0.0], [-0.7, 0.6, -0.6], [0.2, -0.3, -0.4], [-0.2, 0.1, 2.0], [-0.4, -0.2, 1.6], [-0.2, 0.0, 0.0], [-0.2, -0.5, 0.0], [-0.2, -0.3, -0.8], [0.3, 0.1, 0.4], [0.1, -0.5, 1.0], [-0.6, 0.2, 0.3], [-0.3, 0.5, 0.7], [-0.9, -0.1, 0.2], [-0.4, -0.2, -0.7]],
  "nbo_charge": [-0.4332, -0.8268, 0.1144, -0.5125, -0.1647, -0.4126, -0.2773, -0.8264, 0.1560, 0.1703, 0.1951, 0.3848, 0.2185, 0.2457, 0.2408, 0.2065, 0.2085, 0.1831, 0.1944, 0.2242, 0.3502, 0.3610],
  "total_charge": 0,
  "max_force_ev_per_a": 5.39,
  "lumo_energy_ev": 0.950,
  "gap_ev": 8.665
}